C4H2Cl2O2 | ωB97M-V/def2-TZVPD

The geometry in XYZ format:
```
10
Properties=species:S:1:pos:R:3:mulliken_charge:R:1
C 1.197 -0.071 -0.380 0.253
C -0.021 0.223 -1.168 0.255
C 0.084 -0.388 0.993 -0.177
C -0.853 0.311 0.075 -0.025
O 2.359 -0.140 -0.508 -0.398
O -0.137 0.140 -2.343 -0.443
Cl -0.121 -2.106 0.964 -0.167
Cl -0.908 2.062 0.457 -0.160
H 0.222 0.046 1.951 0.425
H -1.822 -0.075 -0.040 0.437
```

Values from the calculation:
LUMO	-1.4	eV
multiplicity	1
HOMO-LUMO gap	8.44	eV
total charge	0
ΔE to the lowest compared entry with this formula, charge and spin	1.5781	eV

C13H19NO6 | ωB97M-V/def2-TZVPD

The geometry in XYZ format:
```
39
Properties=species:S:1:pos:R:3:mulliken_charge:R:1
N -0.876 2.593 -1.921 -0.672
O -2.648 3.062 -0.701 -0.584
O -2.606 -2.782 1.020 -0.571
O -1.476 2.227 1.616 -0.724
O 0.827 0.817 1.722 -0.728
O -0.733 -1.139 2.078 -0.595
O -0.910 0.020 -1.417 -0.632
C -1.365 2.665 -0.731 -0.314
C 3.234 -2.813 -1.162 -0.333
C 2.866 -2.584 0.176 -0.974
C 2.451 -2.267 -2.212 -0.774
C 1.794 -1.719 0.486 -0.163
C 1.349 -1.453 -1.877 -0.244
C 1.005 -1.118 -0.545 -0.663
C 0.371 3.611 0.837 -1.966
C -1.806 -2.100 0.094 -0.716
C -0.534 2.380 0.522 2.071
C 0.398 1.126 0.407 -1.161
C -1.265 -0.794 0.770 -0.269
C -0.193 -0.191 -0.202 1.857
H -1.527 2.929 -2.615 0.227
H -2.858 3.017 0.283 0.437
H -2.954 -3.581 0.591 0.355
H -0.944 1.880 2.364 0.435
H 0.250 0.082 2.100 0.533
H -1.306 -1.834 2.432 0.432
H -0.902 1.004 -1.643 0.686
H 4.094 -3.423 -1.405 0.393
H 3.527 -2.969 0.970 0.328
H 2.740 -2.457 -3.254 0.377
H 1.635 -1.520 1.521 0.342
H 0.791 -1.105 -2.725 0.408
H -0.139 4.400 1.382 0.403
H 0.746 4.034 -0.061 0.461
H 1.213 3.227 1.412 0.366
H -0.976 -2.739 -0.222 0.341
H -2.463 -1.856 -0.782 0.325
H 1.253 1.428 -0.187 0.764
H -2.063 -0.057 0.879 0.545
```

Values from the calculation:
LUMO	0.5	eV
multiplicity	1
HOMO-LUMO gap	9.44	eV
total charge	0
ΔE to the lowest compared entry with this formula, charge and spin	1.2949	eV

C5H7NO | ωB97M-V/def2-TZVPD

The geometry in XYZ format:
```
14
Properties=species:S:1:pos:R:3:mulliken_charge:R:1
C -1.817 -0.571 0.372 -1.400
C -0.587 0.050 -0.290 0.634
C -0.584 1.517 -0.196 0.089
N -0.543 2.668 -0.089 -0.444
C 0.731 -0.469 0.333 0.493
O 0.700 -1.211 1.285 -0.528
C 2.015 0.006 -0.302 -1.211
H -1.812 -0.373 1.446 0.310
H -2.736 -0.170 -0.064 0.412
H -1.798 -1.655 0.230 0.342
H -0.565 -0.200 -1.360 0.287
H 2.847 -0.587 0.080 0.342
H 2.179 1.061 -0.053 0.337
H 1.969 -0.066 -1.394 0.337
```

Values from the calculation:
LUMO	0.7	eV
multiplicity	1
HOMO-LUMO gap	10.98	eV
total charge	0
ΔE to the lowest compared entry with this formula, charge and spin	0.4859	eV

C21H39F3GaNO | ωB97M-V/def2-TZVPD

The geometry in XYZ format:
```
66
Properties=species:S:1:pos:R:3:mulliken_charge:R:1
C 1.380 2.472 3.645 -0.739
C 1.981 2.298 2.185 -0.657
C 1.324 1.124 1.382 -0.410
C -0.266 1.278 1.226 0.023
C -1.044 0.152 2.003 -0.321
C -2.507 -0.124 1.461 -0.929
Ga -3.763 1.140 2.531 0.268
C -3.155 3.053 1.990 0.088
C -2.655 4.030 2.949 -0.062
C -2.208 5.344 2.446 -0.552
C -2.297 5.591 1.027 -0.278
C -2.799 4.641 0.047 -0.539
C -3.242 3.343 0.544 -0.336
C -3.614 0.834 4.580 0.506
F -2.450 1.418 5.137 -0.247
F -3.500 -0.540 4.858 -0.283
F -4.663 1.371 5.320 -0.279
H 0.601 1.689 3.821 0.120
H 0.895 3.472 3.744 0.181
H 2.183 2.341 4.409 0.341
H 1.912 3.289 1.657 0.319
H 3.087 2.091 2.276 0.391
H 1.541 0.131 1.855 0.309
H 1.777 1.123 0.353 -0.040
H -0.506 2.317 1.571 -0.166
H -0.473 1.246 0.123 0.392
H -0.434 -0.794 1.900 0.283
H -1.091 0.460 3.078 0.059
H -2.560 0.233 0.387 0.135
H -2.828 -1.194 1.506 0.376
H -5.304 1.004 2.056 -0.453
H -2.595 3.803 4.041 0.286
H -1.805 6.051 3.200 0.344
H -1.946 6.579 0.643 0.279
H -2.850 4.817 -1.047 0.333
H -3.631 2.562 -0.156 0.262
C 0.140 -2.981 -0.699 -1.251
C 0.780 -3.570 -1.939 -0.405
N 0.684 -2.672 -3.165 0.004
C -0.787 -2.398 -3.441 -1.038
C 1.175 -3.423 -4.400 -0.327
C 2.644 -3.806 -4.421 -1.229
C 1.343 -1.297 -2.989 -0.709
C 2.789 -1.256 -2.509 -0.462
O 2.918 -1.813 -1.217 -0.178
C 4.250 -2.215 -0.916 -0.918
H -0.943 -2.908 -0.800 0.406
H 0.334 -3.635 0.152 0.436
H 0.532 -1.996 -0.450 0.199
H 0.278 -4.506 -2.198 0.551
H 1.825 -3.807 -1.765 0.287
H -1.307 -3.353 -3.507 0.380
H -0.863 -1.856 -4.382 0.417
H -1.195 -1.791 -2.637 0.448
H 0.946 -2.800 -5.266 0.366
H 0.566 -4.327 -4.462 0.481
H 3.260 -2.984 -4.782 0.351
H 2.789 -4.617 -5.137 0.426
H 3.025 -4.150 -3.461 0.252
H 0.722 -0.758 -2.272 0.440
H 1.261 -0.797 -3.956 0.392
H 3.089 -0.203 -2.449 0.412
H 3.469 -1.735 -3.213 0.336
H 4.992 -1.659 -1.495 0.386
H 4.353 -3.286 -1.119 0.285
H 4.428 -2.044 0.145 0.259
```

Values from the calculation:
LUMO	-0.8	eV
multiplicity	1
HOMO-LUMO gap	5.81	eV
total charge	0
ΔE to the lowest compared entry with this formula, charge and spin	1.5502	eV

ΔE to the lowest compared entry with this formula, charge and spin of number 4 (C21H39F3GaNO)? 1.5502 eV

Look up the ΔE to the lowest compared entry with this formula, charge and spin of the fourth one. 1.5502 eV

Among the records above, which one has the highest LUMO? C5H7NO